This record from the Open Molecules 2025 dataset describes a structure of composition C24H22N11O2SV. The level of theory is the ωB97M-V functional and the def2-TZVPD basis.

Multiplicity: 4
Lowest unoccupied orbital energy (spin up / spin down), eV: -3.42 / -3.59
Molar mass, g mol⁻¹: 579.5
Total charge: +1
HOMO-LUMO gap (spin up / spin down), eV: 5.92 / 7.12

```
61
C24H22N11O2SV, DFT the ωB97M-V functional and the def2-TZVPD basis
V 1.21 -0.70 -0.47
C 1.04 -1.28 3.98
C 1.52 -1.15 2.69
N 0.72 -0.92 1.66
C -0.60 -0.84 1.91
C -1.07 -0.97 3.22
N -0.26 -1.18 4.25
C -1.48 -0.60 0.74
C -2.86 -0.46 0.81
C -3.57 -0.23 -0.36
C -2.87 -0.17 -1.56
C -1.50 -0.33 -1.56
N -0.83 -0.54 -0.42
C -0.64 -0.30 -2.76
C -1.12 -0.12 -4.05
N -0.33 -0.09 -5.12
C 0.97 -0.24 -4.90
C 1.47 -0.42 -3.62
N 0.68 -0.45 -2.55
C -5.04 -0.07 -0.33
C -5.67 0.89 -1.12
C -7.05 1.00 -1.05
N -7.82 0.24 -0.27
C -7.21 -0.68 0.47
C -5.83 -0.87 0.48
H 1.70 -1.47 4.81
H 2.58 -1.25 2.48
H -2.12 -0.90 3.44
H -3.38 -0.49 1.76
H -3.41 -0.01 -2.49
H -2.18 0.00 -4.24
H 1.63 -0.22 -5.75
H 2.53 -0.55 -3.45
H -5.11 1.55 -1.76
H -7.57 1.75 -1.64
H -7.85 -1.30 1.09
H -5.40 -1.65 1.09
N 3.46 -0.85 -0.61
C 4.01 -2.12 -1.17
C 3.48 -3.34 -0.44
C 2.02 -3.67 -0.76
O 1.71 -4.80 -1.06
O 1.19 -2.68 -0.64
H 3.81 -0.07 -1.15
H 3.86 -0.72 0.32
H 5.10 -2.10 -1.15
H 3.71 -2.17 -2.22
H 3.59 -3.19 0.64
H 4.09 -4.21 -0.71
S 0.45 2.61 -0.99
C 1.32 1.44 -0.22
N 2.95 5.02 2.04
C 3.69 4.14 2.71
N 4.52 4.55 3.66
N 3.66 2.82 2.47
C 2.89 2.37 1.56
N 2.19 1.96 0.73
H 3.01 6.00 2.23
H 2.32 4.72 1.31
H 4.62 5.51 3.92
H 5.07 3.86 4.15
```

Charges obtained by Mulliken population analysis, quoted in units of e: atom 1 (V): -0.11, atom 2 (C): -0.49, atom 3 (C): -0.37, atom 4 (N): 0.26, atom 5 (C): 0.25, atom 6 (C): -0.25, atom 7 (N): -0.60, atom 8 (C): 0.41, atom 9 (C): -1.02, atom 10 (C): 0.59, atom 11 (C): -0.97, atom 12 (C): 0.40, atom 13 (N): 0.62, atom 14 (C): 0.18, atom 15 (C): -0.26, atom 16 (N): -0.60, atom 17 (C): -0.53, atom 18 (C): -0.24, atom 19 (N): 0.49, atom 20 (C): 0.13, atom 21 (C): -0.49, atom 22 (C): -0.41, atom 23 (N): -0.59, atom 24 (C): -0.40, atom 25 (C): -0.50, atom 26 (H): 0.41, atom 27 (H): 0.37, atom 28 (H): 0.43, atom 29 (H): 0.69, atom 30 (H): 0.67, atom 31 (H): 0.41, atom 32 (H): 0.40, atom 33 (H): 0.32, atom 34 (H): 0.49, atom 35 (H): 0.37, atom 36 (H): 0.37, atom 37 (H): 0.49, atom 38 (N): -0.34, atom 39 (C): -0.67, atom 40 (C): -0.51, atom 41 (C): 0.50, atom 42 (O): -0.68, atom 43 (O): -0.64, atom 44 (H): 0.28, atom 45 (H): 0.24, atom 46 (H): 0.45, atom 47 (H): 0.29, atom 48 (H): 0.22, atom 49 (H): 0.34, atom 50 (S): -0.34, atom 51 (C): 0.04, atom 52 (N): -0.31, atom 53 (C): 0.58, atom 54 (N): -0.36, atom 55 (N): -0.75, atom 56 (C): 0.85, atom 57 (N): 0.09, atom 58 (H): 0.21, atom 59 (H): 0.14, atom 60 (H): 0.20, atom 61 (H): 0.24



This record from the Open Molecules 2025 dataset describes a structure of composition C27H34BrN3Si2Sm. The level of theory is the ωB97M-V functional and the def2-TZVPD basis.

Multiplicity: 6
Lowest unoccupied orbital energy (spin up / spin down), eV: -3.90 / -2.54
Molar mass, g mol⁻¹: 687.0
Total charge: +1
HOMO-LUMO gap (spin up / spin down), eV: 6.75 / 8.11

```
68
C27H34BrN3Si2Sm, DFT the ωB97M-V functional and the def2-TZVPD basis
Sm 0.64 -0.32 0.68
C 5.60 1.54 1.43
Si 3.93 0.73 1.56
C 4.20 -1.06 2.05
C 2.99 1.55 2.97
C 2.79 0.80 0.08
C 2.08 2.12 0.03
C 2.71 3.38 -0.02
C 1.96 4.53 -0.10
C 0.57 4.44 -0.12
C 0.00 3.20 -0.06
N 0.73 2.07 0.02
Si 3.39 0.47 -1.65
C 3.81 -1.34 -1.92
C 1.97 0.87 -2.81
C 4.89 1.45 -2.16
H 6.12 1.48 2.39
H 5.53 2.60 1.16
H 6.24 1.05 0.68
H 4.75 -1.11 2.99
H 4.80 -1.61 1.30
H 3.27 -1.60 2.19
H 3.37 1.22 3.94
H 1.92 1.34 2.96
H 3.09 2.64 2.93
H 3.79 3.42 0.00
H 2.45 5.49 -0.14
H -0.05 5.32 -0.19
H -1.08 3.07 -0.06
H 2.92 -1.96 -2.09
H 4.41 -1.77 -1.10
H 4.41 -1.43 -2.83
H 1.03 0.39 -2.50
H 2.19 0.54 -3.83
H 1.78 1.95 -2.85
H 5.76 1.17 -1.57
H 4.73 2.53 -2.05
H 5.12 1.25 -3.21
Br -2.32 0.29 0.39
C -2.76 0.18 2.27
C -4.06 0.48 2.56
C -4.48 0.42 3.91
C -3.59 0.06 4.87
C -2.24 -0.25 4.56
C -1.33 -0.63 5.58
C -0.04 -0.94 5.28
C 0.39 -0.89 3.93
C -0.41 -0.51 2.89
C -1.77 -0.20 3.21
H -4.75 0.76 1.78
H -5.50 0.65 4.15
H -3.90 0.00 5.91
H -1.69 -0.66 6.60
H 0.65 -1.23 6.06
H 1.44 -1.14 3.75
N 2.19 -3.14 0.41
C 0.93 -3.62 0.09
C 0.60 -4.97 0.20
C -0.68 -5.36 -0.10
C -1.62 -4.41 -0.50
C -1.22 -3.10 -0.56
N 0.03 -2.69 -0.25
H 2.89 -3.83 0.63
H 2.56 -2.45 -0.23
H 1.36 -5.69 0.50
H -0.96 -6.40 -0.03
H -2.63 -4.68 -0.76
H -1.91 -2.32 -0.85
```

Charges obtained by Mulliken population analysis, quoted in units of e: atom 1 (Sm): 0.36, atom 2 (C): -1.20, atom 3 (Si): 0.17, atom 4 (C): -0.86, atom 5 (C): -0.93, atom 6 (C): 2.26, atom 7 (C): -1.12, atom 8 (C): -0.45, atom 9 (C): -0.70, atom 10 (C): -0.81, atom 11 (C): -0.46, atom 12 (N): 0.20, atom 13 (Si): 0.19, atom 14 (C): -1.40, atom 15 (C): -1.01, atom 16 (C): -1.11, atom 17 (H): 0.42, atom 18 (H): 0.33, atom 19 (H): 0.34, atom 20 (H): 0.46, atom 21 (H): 0.38, atom 22 (H): 0.09, atom 23 (H): 0.41, atom 24 (H): 0.21, atom 25 (H): 0.37, atom 26 (H): 0.26, atom 27 (H): 0.49, atom 28 (H): 0.44, atom 29 (H): 0.43, atom 30 (H): 0.39, atom 31 (H): 0.36, atom 32 (H): 0.50, atom 33 (H): 0.23, atom 34 (H): 0.42, atom 35 (H): 0.30, atom 36 (H): 0.34, atom 37 (H): 0.30, atom 38 (H): 0.43, atom 39 (Br): -0.18, atom 40 (C): 0.82, atom 41 (C): -0.78, atom 42 (C): -0.58, atom 43 (C): -0.91, atom 44 (C): 0.90, atom 45 (C): -0.80, atom 46 (C): -1.33, atom 47 (C): 0.03, atom 48 (C): 0.28, atom 49 (C): 0.16, atom 50 (H): 0.45, atom 51 (H): 0.40, atom 52 (H): 0.38, atom 53 (H): 0.38, atom 54 (H): 0.43, atom 55 (H): 0.25, atom 56 (N): -0.11, atom 57 (C): 0.77, atom 58 (C): -0.75, atom 59 (C): -0.34, atom 60 (C): -0.86, atom 61 (C): -0.28, atom 62 (N): 0.02, atom 63 (H): 0.28, atom 64 (H): -0.30, atom 65 (H): 0.38, atom 66 (H): 0.43, atom 67 (H): 0.43, atom 68 (H): 0.41



This record from the Open Molecules 2025 dataset describes an isolated molecule of C4H6S. The level of theory is the ωB97M-V functional and the def2-TZVPD basis.

Multiplicity: 1
SMILES string: C=C[C@@H]1CS1
Lowest unoccupied orbital energy, eV: 0.79
Molar mass, g mol⁻¹: 86.2
HOMO-LUMO gap, eV: 9.56

```
11
C4H6S, DFT the ωB97M-V functional and the def2-TZVPD basis
C 1.82 -0.33 -0.23
C 0.70 -0.63 0.41
C -0.53 -0.19 -0.30
C -1.47 0.87 0.16
H 2.77 -0.85 0.03
H 2.09 0.49 -0.92
H 0.64 -1.04 1.47
H -0.41 -0.29 -1.36
H -1.40 1.14 1.30
H -1.89 1.61 -0.48
S -2.32 -0.78 -0.09
```

Charges obtained by Mulliken population analysis, quoted in units of e: atom 1 (C): -0.65, atom 2 (C): -0.12, atom 3 (C): -0.24, atom 4 (C): -0.58, atom 5 (H): 0.24, atom 6 (H): 0.25, atom 7 (H): 0.32, atom 8 (H): 0.42, atom 9 (H): 0.22, atom 10 (H): 0.31, atom 11 (S): -0.17